# C39H38N2O2Sb2W

A structure of composition C39H38N2O2Sb2W (wB97M-V/def2-TZVPD, the Open Molecules 2025 dataset).

Summary:
Relative energy (zero: lowest compared OMol25 entry of this formula, charge and spin) ... 0.0 kcal per mole
Charge ... +2
Frontier orbital gap (alpha / beta) ... 6.330 / 6.345 eV
DFT total energy ... -2315.96502 hartree
HOMO (alpha / beta) ... -13.2 / -13.2 eV

Each line ends with the Löwdin charge.
Positions of all 84 atoms, in Å:
W: -1.4973 -0.2441 -0.3452  1.335
Sb: 0.7850 -1.6785 -0.3690  1.271
Sb: 1.0081 0.4494 1.3791  1.360
O: -2.6331 -1.5933 -0.9534  -0.254
O: -2.1733 1.2836 0.6605  -0.268
N: -2.2373 -0.0723 2.5119  0.109
N: -2.1004 -1.0364 1.5159  -0.124
C: -2.7157 -2.8816 -0.5414  -0.373
C: -3.0828 0.9567 -2.6094  -0.029
C: 1.1389 -3.0453 1.2198  -0.361
C: -0.0221 3.7465 -1.1200  -0.038
C: -2.1418 -1.2902 -3.9712  -0.053
C: -2.1645 4.6994 3.0639  -0.056
C: 4.3107 -2.7358 -3.5867  -0.047
C: -2.4396 4.5813 4.4193  -0.050
C: 2.8778 1.3411 0.9567  -0.452
C: 4.2103 -1.4348 -3.1088  -0.053
C: 1.2890 3.5067 -1.4908  -0.042
C: 3.0023 2.7165 1.1361  -0.160
C: -2.6211 -3.2084 0.7622  0.010
C: -2.2647 1.1076 1.9936  -0.439
C: -1.6952 0.6525 -2.5759  -0.325
C: -3.4950 -1.0006 -3.9360  -0.029
C: 2.4338 -3.3785 -2.2284  -0.136
C: 3.2230 -1.1120 -2.1886  -0.150
C: -2.1203 3.5673 2.2665  -0.018
C: 2.3237 -2.0764 -1.7407  -0.424
C: 0.8885 -2.3838 2.5890  -0.355
C: 4.2392 3.3271 0.9769  -0.064
C: 5.2333 1.1927 0.4801  -0.057
C: 5.3502 2.5678 0.6392  -0.051
C: -2.3457 2.3114 2.8274  -0.163
C: -2.6670 3.3308 4.9806  -0.051
C: -0.6762 1.5753 -2.0068  -0.269
C: 4.0022 0.5772 0.6481  -0.151
C: -2.9929 -2.5877 3.1813  0.003
C: 1.6344 -1.0705 2.7930  -0.368
C: -2.5258 -2.2324 1.8091  -0.301
C: 1.6553 2.2968 -2.0643  -0.056
C: -1.2477 -0.4679 -3.2967  -0.065
C: -0.9917 2.7996 -1.3800  -0.033
C: -3.9683 0.1284 -3.2470  -0.035
C: 3.4193 -3.7100 -3.1440  -0.058
C: -2.6195 2.1964 4.1908  -0.014
C: -2.9374 -3.8496 -1.6458  0.014
C: 0.6934 1.3482 -2.3294  -0.058
H: 1.7476 -4.1528 -1.8960  0.101
H: 0.9910 0.4427 -2.8356  0.084
H: -1.9930 5.6753 2.6301  0.112
H: -0.2951 4.6881 -0.6636  0.123
H: 1.4704 -0.6663 3.7902  0.066
H: 2.0415 4.2678 -1.3296  0.124
H: 4.9061 -0.6792 -3.4489  0.116
H: -2.8867 3.2435 6.0358  0.116
H: 6.1035 0.5978 0.2356  0.117
H: -5.0228 0.3662 -3.2493  0.125
H: 0.4990 -3.9114 1.0567  0.058
H: -3.0058 -4.8637 -1.2613  0.099
H: 2.1443 3.3138 1.4213  0.096
H: 2.6878 2.1179 -2.3337  0.122
H: 3.1669 -0.1011 -1.8028  0.066
H: 3.9277 -0.4976 0.5290  0.091
H: -2.0121 3.0199 -1.1032  0.110
H: 3.4983 -4.7237 -3.5126  0.117
H: 5.0817 -2.9916 -4.3004  0.118
H: -2.4675 -2.0160 3.9410  0.083
H: -2.7822 -4.2400 1.0401  0.135
H: -0.1939 -0.6837 -3.3721  0.092
H: -3.4645 1.8402 -2.1175  0.124
H: -2.1125 -3.7897 -2.3586  0.091
H: -2.4820 5.4659 5.0405  0.117
H: 2.1838 -3.3241 1.0801  0.070
H: 6.3137 3.0446 0.5178  0.118
H: -4.0567 -2.3579 3.2794  0.113
H: -3.8538 -3.6063 -2.1857  0.104
H: -2.8020 1.2203 4.6186  0.115
H: -2.8681 -3.6566 3.3452  0.096
H: -0.1777 -2.2227 2.7519  0.069
H: -1.7765 -2.1380 -4.5337  0.123
H: -1.9102 3.6509 1.2099  0.090
H: 2.7083 -1.1810 2.6386  0.062
H: -4.1950 -1.6282 -4.4737  0.125
H: 1.2052 -3.0875 3.3637  0.126
H: 4.3389 4.3937 1.1314  0.117

Atomic forces in eV per Å
W 0.4788 -0.2316 -0.0058
Sb -0.1729 0.0628 -0.4170
Sb 0.0964 0.2258 0.1594
O 0.0000 -0.2434 0.0008
O 0.0450 0.0607 0.4058
N 0.0030 0.0213 -0.1443
N -0.1737 0.4419 0.0756
C -0.0150 -0.0474 -0.1298
C 0.0366 0.0623 0.1721
C -0.1647 0.1214 0.3567
C 0.0652 0.0176 -0.0357
C -0.2389 0.1399 0.0882
C -0.0106 -0.0018 0.0005
C -0.1394 -0.0388 0.0882
C 0.0127 0.0078 -0.0135
C 0.1343 -0.0161 0.0085
C -0.0234 -0.2148 -0.0210
C 0.1862 0.2292 0.1308
C -0.0220 -0.0188 0.0439
C 0.0125 0.0262 0.0809
C -0.0722 0.1298 0.0758
C -0.2579 -0.0095 -0.4536
C -0.0149 0.0808 0.0425
C -0.2914 -0.1841 0.1543
C -0.1117 0.2849 0.1001
C -0.0083 -0.0150 0.0071
C 0.3647 -0.0045 -0.3787
C 0.1164 -0.1515 -0.2019
C -0.0030 0.0055 0.0076
C 0.0159 0.0282 0.0100
C 0.0088 -0.0126 0.0025
C -0.0290 -0.0055 -0.0166
C -0.0076 -0.0241 0.0063
C 0.7183 0.3048 0.1079
C -0.0651 -0.0064 -0.0332
C 0.0140 -0.0154 0.0053
C -0.1089 -0.1000 -0.1010
C -0.0655 -0.0880 -0.0182
C -0.0649 -0.0987 -0.0820
C -0.1785 -0.2765 -0.0153
C -0.3638 -0.3703 -0.1424
C 0.1366 -0.2453 -0.2715
C 0.2244 0.2123 -0.0832
C 0.0056 -0.0033 0.0139
C -0.0211 -0.0382 -0.0091
C -0.2280 0.2208 0.2829
H 0.0340 0.0207 -0.0175
H 0.1204 0.1313 0.0446
H -0.0014 -0.0037 -0.0036
H -0.0193 -0.0014 0.0026
H -0.0322 -0.0021 0.0057
H -0.0041 -0.0038 0.0162
H -0.0166 0.0229 0.0280
H -0.0030 -0.0030 -0.0024
H 0.0011 -0.0036 0.0008
H -0.0050 -0.0183 -0.0044
H 0.1146 -0.0869 0.1367
H -0.0124 -0.0079 -0.0105
H -0.0144 0.0189 -0.0305
H -0.0042 -0.0023 -0.0095
H 0.0297 -0.0125 -0.0354
H 0.0056 -0.0045 0.0105
H -0.0463 -0.0322 -0.0644
H -0.0229 -0.0054 0.0160
H -0.0008 -0.0115 -0.0059
H 0.0140 -0.0098 0.0037
H 0.0018 -0.0013 0.0012
H -0.1199 -0.1227 -0.0586
H 0.0777 0.0683 0.0486
H 0.0067 -0.0033 -0.0024
H 0.0022 0.0003 -0.0039
H -0.0097 -0.1354 0.1184
H -0.0031 0.0014 -0.0034
H 0.0011 0.0165 -0.0183
H 0.0016 0.0246 0.0171
H 0.0012 0.0036 0.0039
H -0.0132 0.0046 0.0075
H 0.0369 -0.0508 -0.0444
H 0.0109 -0.0057 -0.0160
H -0.0022 0.0037 -0.0165
H 0.0158 0.0138 0.0104
H 0.0067 0.0032 0.0213
H 0.0387 -0.0205 0.0052
H -0.0131 -0.0080 -0.0044